Entry 1:
Here is a single C22H24N4O4S molecule in a non-equilibrium geometry from the OMol25 dataset. Energies are from wB97M-V/def2-TZVPD.

Geometry as XYZ:
```
55
Properties=species:S:1:pos:R:3
C 2.02033 2.69346 2.81247
C 0.44829 3.53351 2.74550
N -0.28738 2.91344 1.95064
C -0.66316 3.04605 0.53510
C 0.09039 4.20936 -0.54527
O 0.31791 3.64481 -1.70351
C 1.01265 2.34212 -1.40877
C 2.49547 2.49221 -0.92679
C 3.12536 1.41764 -0.79174
C 2.94195 0.19630 -1.19581
C 1.59437 -0.01307 -1.81975
C 0.83757 1.18171 -1.98361
C -0.54392 1.05967 -2.93270
N -1.60441 2.31022 0.12680
N -1.91461 1.50598 1.15895
C -0.98020 1.84802 2.42288
S -0.97508 1.22169 3.92526
C -2.39370 -0.06507 3.73509
C -1.95256 -1.36073 3.05792
O -1.88454 -2.32536 3.90850
N -1.86376 -1.27645 1.82482
C -1.28585 -2.26689 0.71471
C -1.10387 -3.74710 1.37054
C -0.61514 -4.41267 0.33551
C -0.50209 -4.15237 -0.98918
C -0.53363 -2.92231 -1.28104
C -1.35234 -1.90251 -0.52668
O -0.65219 -2.63782 -2.59325
C -0.56924 -3.69490 -3.59767
C 0.40507 -4.46662 -3.07070
O -0.11541 -5.14825 -1.69124
H 2.35280 2.41129 1.76275
H 2.68073 3.20569 3.24010
H 1.70040 1.76138 3.28929
H 0.25667 3.60357 3.73610
H 0.93536 4.40079 2.29132
H 0.73850 4.52180 0.22049
H -0.72197 4.87783 -0.84941
H 2.74060 3.37507 -0.51207
H 4.06324 1.58460 -0.49132
H 3.65493 -0.66535 -1.15996
H 1.40833 -0.82322 -2.45051
H -0.38806 1.73932 -3.64862
H -0.82489 0.13942 -3.07123
H -1.12325 1.58144 -2.09067
H -3.21283 0.50749 2.98106
H -2.88706 -0.11202 4.69914
H -2.06537 -0.49370 1.14752
H -1.11904 -3.80471 2.39303
H -0.57678 -5.49357 0.73077
H -1.39474 -0.90419 -0.83509
H -0.16925 -3.24101 -4.44865
H -1.56021 -3.94751 -3.86346
H 0.61996 -5.30568 -3.71289
H 1.39562 -4.14279 -2.92462
```

Molar mass in g mol⁻¹: 440.5
Total energy in Ha: -1770.2748
Highest occupied orbital energy in eV: -7.95
Kohn-Sham gap in hartree: 0.30551
Spin multiplicity: 1

Entry 2:
Here is 3 unconnected molecules or ions with the total composition C2H11NO2 in a non-equilibrium geometry from the OMol25 dataset. Energies are from wB97M-V/def2-TZVPD.

Geometry as XYZ:
```
16
Properties=species:S:1:pos:R:3
C -0.66668 0.75149 1.37445
C -1.57848 0.55487 0.16705
N -0.87298 0.34228 -1.10796
H 0.08779 -0.06025 1.45778
H -1.06073 0.71626 2.38223
H -0.10715 1.70116 1.23084
H -2.40569 1.36077 -0.16337
H -2.31293 -0.29935 0.49651
H 0.03721 0.82341 -1.12977
H -1.52119 0.57891 -1.86432
H 1.56329 -1.59388 -1.94895
H 0.29767 -1.34982 -0.98548
O 0.93984 -1.97013 -1.37641
H 3.29678 -0.61940 0.30344
H 1.85432 -0.83517 0.68494
O 2.44893 -0.10116 0.47903
```

Molar mass in g mol⁻¹: 81.1
Total energy in Ha: -287.9463
Highest occupied orbital energy (alpha / beta) in eV: 1.20 / -5.84
Kohn-Sham gap (alpha / beta) in hartree: 0.09821 / 0.35213
Spin multiplicity: 2
Charge: -1

Entry 3:
Here is a molecular structure, C31H29BCl4OTi in a non-equilibrium geometry from the OMol25 dataset. Energies are from wB97M-V/def2-TZVPD.

Geometry as XYZ:
```
67
Properties=species:S:1:pos:R:3
Cl -0.60708 3.31771 5.53320
B -0.60160 1.71800 4.52066
Cl 0.86449 1.57266 3.30474
Cl -0.58657 0.24736 5.69503
O -1.87583 1.72980 3.72213
C -2.75572 0.83139 3.46450
C -4.08799 0.94912 4.00928
C -4.90970 -0.18076 4.27461
C -6.21245 -0.00084 4.72991
C -6.72571 1.30347 4.85256
Cl -8.38359 1.56008 5.21565
C -5.87408 2.42054 4.76948
C -4.55390 2.24013 4.37895
H -2.51189 -0.00306 2.79488
H -4.50319 -1.17484 4.05071
H -6.87987 -0.83973 4.89821
H -6.28736 3.41675 4.92716
H -3.89840 3.10599 4.24861
C -3.65954 -2.20436 -4.17869
C -3.89987 -0.84633 -3.94464
C -3.03481 -0.08795 -3.16690
C -1.86629 -0.65204 -2.57278
C -1.15388 0.07029 -1.56719
Ti 1.82982 -0.81872 -1.49675
C 2.35026 1.20630 -1.03424
C 3.73623 1.48341 -0.53065
C 4.05888 2.83361 -0.29684
C 5.29989 3.21162 0.20483
C 6.26507 2.23772 0.49878
C 5.97893 0.89043 0.25363
C 4.73999 0.51532 -0.28272
C 2.00624 -2.26009 -3.24049
C 1.43202 -1.10887 -3.87785
C 2.39452 -0.05859 -3.83521
C 3.54618 -0.53226 -3.14126
C 3.30991 -1.88633 -2.74524
C 0.36786 -2.26284 -0.22499
C 0.64117 -1.11465 0.57837
C 2.04770 -1.06343 0.81438
C 2.65380 -2.16074 0.12029
C 1.60658 -2.90786 -0.51609
C -1.57467 -2.00341 -2.97242
C -2.45996 -2.76115 -3.72917
H -4.38653 -2.81791 -4.70961
H -4.80876 -0.40175 -4.34762
H -3.29197 0.94290 -2.90636
H -0.51632 0.91912 -1.84103
H -1.51588 0.02949 -0.51890
H 2.14850 1.76744 -1.96713
H 1.57724 1.51658 -0.30549
H 3.31049 3.59902 -0.51345
H 5.52146 4.26830 0.36970
H 7.23580 2.53002 0.90927
H 6.72598 0.11762 0.47440
H 4.57957 -0.54666 -0.50646
H 1.57023 -3.25289 -3.22089
H 0.47025 -1.06764 -4.38573
H 2.27844 0.91791 -4.30310
H 4.48071 0.00488 -3.01846
H 4.02329 -2.53166 -2.24770
H -0.62639 -2.60085 -0.49800
H -0.07988 -0.40861 0.97316
H 2.54896 -0.35620 1.46371
H 3.70352 -2.41551 0.16342
H 1.73801 -3.83506 -1.05770
H -0.68145 -2.49824 -2.58174
H -2.23084 -3.81319 -3.93070
```

Molar mass in g mol⁻¹: 618.1
Total energy in Ha: -3988.9917
Highest occupied orbital energy in eV: -6.55
Kohn-Sham gap in hartree: 0.14770
Spin multiplicity: 1

Entry 4:
Here is a molecular structure, C23H21BCl7F4N2O2S3Yb in a non-equilibrium geometry from the OMol25 dataset. Energies are from wB97M-V/def2-TZVPD.

Geometry as XYZ:
```
64
Properties=species:S:1:pos:R:3
Yb 0.56149 0.19471 1.16687
C -2.11520 2.76891 -3.25818
C -1.37893 1.86045 -4.23181
S -0.94202 0.26004 -3.52193
C 0.81728 0.14898 -3.89300
C 1.73520 1.23419 -3.34790
S 1.74012 1.52889 -1.56364
C 1.44972 3.30481 -1.48130
C 0.19189 3.87505 -2.11413
S -1.35297 3.06151 -1.65451
H -2.33225 3.71480 -3.76311
H -3.08551 2.33288 -3.00894
H -2.00484 1.71980 -5.11572
H -0.46676 2.34338 -4.58127
H 1.11051 -0.82818 -3.50710
H 0.96981 0.10252 -4.97519
H 2.75436 0.97876 -3.64479
H 1.51211 2.18927 -3.82160
H 1.48692 3.55876 -0.42446
H 2.31164 3.80182 -1.93744
H 0.14357 4.92428 -1.81388
H 0.27777 3.87924 -3.20110
Cl 2.17572 -0.45975 3.35670
C 3.13980 -1.19093 2.04108
C 2.64374 -1.03911 0.76592
C 3.41908 -1.64045 -0.20545
Cl 2.89039 -1.60135 -1.89084
C 4.61169 -2.31398 0.05715
Cl 5.54598 -3.02519 -1.20606
C 5.05655 -2.42571 1.37467
Cl 6.51064 -3.26810 1.73944
C 4.30558 -1.85734 2.40041
Cl 4.80565 -1.99595 4.04091
Cl -4.51200 -2.99819 6.00813
C -3.46869 -2.08290 4.95955
C -3.62576 -0.69546 4.88812
C -2.82092 0.06446 4.07381
Cl -3.05343 1.77384 3.99691
C -1.80179 -0.52608 3.29249
O -1.03316 0.18781 2.54542
C -1.67994 -1.92940 3.37479
C -0.69765 -2.63700 2.58253
O 0.10269 -2.14409 1.79195
C -2.50466 -2.70178 4.20810
H -4.38872 -0.20934 5.48133
H -0.69446 -3.73309 2.70857
H -2.37200 -3.77332 4.25852
C -0.28318 -2.73115 -1.30474
C -1.30597 -1.68990 -1.04284
N -1.13581 -0.59542 -0.32430
C -2.34679 0.06672 -0.31603
C -3.24948 -0.63830 -1.03799
N -2.57565 -1.75312 -1.48661
H 0.61590 -2.50908 -0.73651
H -0.01773 -2.77226 -2.36148
H -0.64118 -3.71433 -0.99616
H -2.47386 0.99074 0.21793
H -4.28299 -0.46285 -1.25768
H -2.94513 -2.47932 -2.07709
F 0.68777 2.34773 3.27915
B 0.94810 2.79211 2.02076
F 1.18578 4.10535 1.87183
F -0.14425 2.34367 1.12633
F 2.02624 1.96690 1.47543
```

Molar mass in g mol⁻¹: 961.6
Total energy in Ha: -7148.3627
Highest occupied orbital energy (alpha / beta) in eV: -8.37 / -8.37
Kohn-Sham gap (alpha / beta) in hartree: 0.29247 / 0.29255
Spin multiplicity: 2

Entry 5:
Here is a molecular structure, C31H55AuB11Br6N4O3SbSi3 in a non-equilibrium geometry from the OMol25 dataset. Energies are from wB97M-V/def2-TZVPD.

Geometry as XYZ:
```
115
Properties=species:S:1:pos:R:3
Au 0.18700 0.40370 -0.42830
Br -0.00270 -1.68740 3.13190
B 1.83650 -1.12720 3.47080
B 2.30350 -0.17020 4.89980
C 3.67250 0.71710 4.40810
B 2.39610 0.55290 3.27910
B 4.11570 0.52770 2.78380
B 5.06240 -0.21960 4.09490
B 3.94300 -0.63370 5.40020
B 2.80620 -1.88340 4.80240
Br 2.00690 -3.24510 5.97040
B 4.54010 -1.91580 4.27960
Br 5.74610 -3.35350 4.82370
B 4.64240 -1.16100 2.61830
Br 5.95760 -1.69310 1.27030
B 2.96380 -0.67840 2.15640
Br 2.41160 -0.74330 0.20510
B 3.21280 -2.22140 3.05620
Br 2.89380 -3.95540 2.19150
H 1.55350 0.25280 5.68900
H 3.81390 1.69240 4.84880
H 1.71590 1.46200 2.99890
H 4.55390 1.41990 2.16810
H 6.13100 0.18110 4.34310
H 4.26150 -0.49850 6.51560
C -1.75460 0.06590 -5.21110
Sb -1.22030 1.27180 -3.46590
C 0.49480 0.19130 -2.88490
C 0.61020 -1.21680 -3.08860
C -0.44200 -2.15090 -3.12070
C -0.14520 -3.49040 -3.28700
C 1.18180 -3.87950 -3.41040
C 2.16380 -2.88770 -3.38310
N 1.88610 -1.61700 -3.22540
Si 2.13240 1.12010 -3.35700
C 1.87120 2.93650 -2.82550
C 3.83000 0.58930 -2.69910
C 2.00310 1.07770 -5.26380
C -3.68430 -0.32930 -0.47040
C -2.80450 -1.52770 -0.32610
C -3.42520 -2.76500 -0.12530
C -2.67210 -3.89870 0.08940
C -1.28910 -3.78400 0.07270
C -0.75050 -2.53870 -0.15920
N -1.47200 -1.43220 -0.34490
Si -5.13450 -0.63180 -1.78200
C -4.46900 -1.89100 -3.05110
C -6.73590 -1.25150 -0.98070
C -5.47740 1.07400 -2.56380
Si -4.21780 0.03940 1.42560
C -5.59020 1.33100 1.68440
C -2.58260 0.55610 2.23960
C -4.83200 -1.53250 2.28530
H -1.55140 0.68510 -6.08080
H -2.81630 -0.16990 -5.20670
H -1.15520 -0.83840 -5.25800
H -1.46390 -1.81890 -2.99930
H -0.93320 -4.22920 -3.30900
H 1.45690 -4.91650 -3.50970
H 3.21320 -3.13320 -3.47600
H 1.52360 3.03120 -1.80000
H 1.17990 3.46510 -3.47900
H 2.82150 3.45650 -2.88810
H 4.00430 0.98630 -1.70540
H 4.58910 1.01110 -3.35020
H 3.97080 -0.48250 -2.66780
H 1.08640 1.54960 -5.60990
H 2.03720 0.06770 -5.65500
H 2.83310 1.62740 -5.69290
H -4.49850 -2.81900 -0.12120
H -3.15030 -4.85150 0.25390
H -0.65090 -4.63080 0.24540
H 0.31880 -2.42120 -0.20850
H -4.18460 -2.82420 -2.57110
H -3.59510 -1.51320 -3.57610
H -5.22130 -2.13100 -3.79670
H -6.66160 -2.25810 -0.58330
H -7.51810 -1.27010 -1.73280
H -7.07730 -0.60170 -0.18100
H -4.58030 1.57400 -2.92690
H -5.98460 1.73450 -1.86450
H -6.14700 0.95920 -3.41120
H -5.49560 2.29430 1.20080
H -5.62030 1.53620 2.75060
H -6.55970 0.92620 1.41800
H -2.37170 1.61210 2.15710
H -1.75120 0.01060 1.80960
H -2.60990 0.31290 3.29730
H -5.68060 -2.00520 1.80240
H -5.15860 -1.25320 3.28130
H -4.04920 -2.27390 2.40380
C -1.16390 5.07370 -1.83050
C -1.16590 5.47690 -0.36410
C -1.72760 4.37580 0.58310
C -1.69230 4.96410 2.02010
C -2.36820 4.08490 3.06340
C -3.16840 4.11180 0.20720
O -4.05030 4.91240 0.26830
N -3.46550 2.80520 -0.25180
C -2.53610 1.86590 -0.49920
O -2.85590 0.73770 -1.08750
N -1.27670 2.08640 -0.28620
C -0.81530 3.18210 0.43470
O 0.30750 3.11240 0.86720
H -0.67840 5.85340 -2.41140
H -2.17920 4.95340 -2.20840
H -0.61830 4.14010 -1.97790
H -1.77860 6.36760 -0.23270
H -0.15270 5.70030 -0.02980
H -2.19520 5.93170 1.98570
H -0.64870 5.12570 2.29560
H -3.37570 3.81320 2.75430
H -2.44050 4.62100 4.00510
H -1.78840 3.18430 3.24000
H -4.43760 2.61900 -0.48000
```

Molar mass in g mol⁻¹: 1533.1
Total energy in Ha: -18620.7450
Highest occupied orbital energy in eV: -12.43
Kohn-Sham gap in hartree: 0.09956
Spin multiplicity: 1
Charge: +2

Entry 6:
Here is a molecular structure, C18H21ClCrN6O4Se2 in a non-equilibrium geometry from the OMol25 dataset. Energies are from wB97M-V/def2-TZVPD.

Geometry as XYZ:
```
53
Properties=species:S:1:pos:R:3
Cr 0.43259 0.04164 1.00234
O -3.01024 0.34208 3.20620
C -2.13691 0.04463 2.40436
O -1.02288 0.64724 2.20554
C -2.33360 -1.20710 1.55987
C -3.44385 -2.02071 1.72218
C -3.53073 -3.17791 0.97074
C -2.51179 -3.47620 0.07654
C -1.45191 -2.59431 -0.03525
N -1.36852 -1.48215 0.69259
H -4.19555 -1.72086 2.43881
H -4.37839 -3.84345 1.07857
H -2.53913 -4.36767 -0.53638
H -0.65569 -2.76256 -0.75278
O -2.12129 4.58989 -2.58655
C -0.90823 4.16427 -3.21147
C -0.25190 3.03303 -2.40643
C 0.96232 2.66175 -3.28771
O 1.99931 1.86712 -2.73129
C -1.32000 1.95593 -2.22571
Se -0.82468 0.18831 -1.60082
C 0.15753 3.58956 -1.04321
Se 1.11045 2.43774 0.23537
H -2.41786 5.39091 -3.02532
H -0.20853 5.00329 -3.29576
H -1.12115 3.79057 -4.22192
H 1.40107 3.61358 -3.62253
H 0.60568 2.13964 -4.18159
H 2.00921 2.01490 -1.75914
H -1.83945 1.79107 -3.17306
H -2.05755 2.33870 -1.52548
H -0.71643 3.99570 -0.54009
H 0.87010 4.40817 -1.18267
N 2.87777 -2.02456 -1.66410
C 2.23722 -0.87768 -1.42175
N 1.75723 -0.95216 -0.19694
C 2.11817 -2.18070 0.24514
N 2.81050 -2.88460 -0.61676
C 1.64531 -2.54683 1.58264
C 2.01817 -3.68398 2.27713
N 1.57569 -3.93300 3.50335
C 0.77335 -3.01133 4.02851
C 0.39322 -1.86794 3.34781
N 0.81605 -1.64250 2.10586
H 3.35562 -2.29597 -2.50481
H 2.10591 -0.05234 -2.11618
H 2.69073 -4.39753 1.81474
H 0.41410 -3.18070 5.03612
H -0.24453 -1.11562 3.79265
Cl 3.24099 -0.33765 3.10332
C 2.01272 0.78589 2.25683
H 2.67332 1.45326 1.71525
H 1.54649 1.34909 3.06328
```

Molar mass in g mol⁻¹: 630.8
Total energy in Ha: -7635.5991
Highest occupied orbital energy (alpha / beta) in eV: -3.93 / -3.90
Kohn-Sham gap (alpha / beta) in hartree: 0.22363 / 0.22242
Spin multiplicity: 2
Charge: -1

Calculated values (kcal per mole) of relative energy (zero: lowest compared OMol25 entry of this formula, charge and spin) for the records, taken in order: 473.95 19.09 0.00 0.00 62.16 0.00.